{
  "formula": "C3H8N4O",
  "method": "wB97M-V/def2-TZVPD",
  "multiplicity": 1,
  "relative_energy_kj_mol": 495.59,
  "e_homo_ev": -8.3887,
  "smiles": "[H]/N=C/N=C(\\NC)NO",
  "lumo_ev": 0.74,
  "homo_lumo_gap_ev": 9.133,
  "species": ["H", "H", "N", "C", "N", "H", "H", "H", "H", "N", "C", "H", "C", "O", "N", "H"],
  "xyz": [[1.260, 0.629, 2.687], [-1.279, -2.373, -0.207], [-0.502, -0.457, -0.543], [0.138, 0.101, 0.481], [-0.065, -0.439, 1.849], [-0.509, 0.019, -1.450], [2.733, 1.706, -0.728], [-1.014, -0.742, 2.094], [1.215, 1.981, -2.421], [1.140, 0.905, 0.350], [1.690, 1.280, -0.743], [-2.479, -0.941, -0.146], [-1.647, -1.352, -0.629], [0.251, 0.327, 2.953], [0.874, 1.189, -1.864], [-1.804, -1.833, -1.683]],
  "nbo_charge": [0.488, 0.206, -0.609, 0.620, -0.329, 0.474, 0.170, 0.362, 0.337, -0.641, 0.305, 0.202, -0.438, -0.547, -0.832, 0.233]
}